DFT (ωB97M-V with the def2-TZVPD basis set) results for a molecular structure, C34H26FN14O3Tc.

```
! wB97M-V def2-TZVPD RIJCOSX def2/J DEFGRID3
* xyz -1 4
Tc -1.719 1.401 -0.169
C -5.845 0.445 -1.855
O -6.203 0.265 -0.487
C -5.419 -0.582 0.245
C -6.057 -1.573 0.975
C -5.329 -2.432 1.785
C -3.950 -2.315 1.834
C -3.285 -1.341 1.096
C -1.777 -1.359 1.068
N -1.182 -0.030 0.993
N 0.017 0.051 1.662
C 0.537 1.217 1.455
O -0.045 2.090 0.669
C 1.797 1.622 2.116
C 2.252 0.952 3.250
C 3.413 1.367 3.883
C 4.129 2.451 3.389
C 3.680 3.115 2.256
C 2.516 2.706 1.621
C -4.023 -0.439 0.322
O -3.462 0.565 -0.360
H -6.716 0.889 -2.333
H -5.626 -0.521 -2.321
H -4.981 1.097 -1.964
H -7.134 -1.640 0.897
H -5.834 -3.197 2.360
H -3.366 -3.005 2.432
H -1.421 -1.811 1.997
H 1.674 0.121 3.631
H 3.753 0.853 4.773
H 5.034 2.777 3.886
H 4.234 3.960 1.867
H 2.144 3.225 0.747
N -1.538 3.581 -2.929
C -2.038 4.100 -1.752
N -2.349 5.363 -1.564
N -2.762 5.411 -0.274
N -2.693 4.259 0.276
N -2.235 3.374 -0.650
C -1.506 2.228 -3.175
N -1.417 1.694 -4.376
N -1.415 0.358 -4.147
N -1.490 0.102 -2.898
N -1.544 1.285 -2.230
H -1.605 4.172 -3.740
N 9.727 1.073 1.390
C 8.666 1.002 0.953
C 7.340 0.916 0.407
C 7.113 1.251 -0.925
C 5.838 1.170 -1.452
C 4.776 0.770 -0.645
C 4.999 0.449 0.691
C 6.276 0.512 1.210
N 3.478 0.694 -1.176
C 2.972 1.388 -2.263
C 1.698 0.949 -2.423
N 1.393 0.002 -1.472
C 2.462 -0.119 -0.743
H 7.939 1.564 -1.549
H 5.669 1.397 -2.495
H 4.169 0.200 1.337
H 6.447 0.274 2.251
H 3.543 2.136 -2.781
H 0.978 1.255 -3.164
H 2.580 -0.787 0.095
F -2.997 -7.516 0.097
C -2.567 -6.231 0.033
C -1.416 -5.883 0.709
C -0.985 -4.565 0.632
C -1.686 -3.612 -0.100
C -1.239 -2.180 -0.127
C -2.842 -4.011 -0.766
C -3.292 -5.321 -0.708
H -0.876 -6.630 1.273
H -0.083 -4.270 1.156
H -1.552 -1.694 -1.054
H -0.148 -2.118 -0.098
H -3.405 -3.277 -1.330
H -4.189 -5.638 -1.222
*
```

Summary:
Kohn-Sham gap (spin up / spin down) ... 0.2668 / 0.2727 Eh
⟨S²⟩ ... 3.784
F_max ... 0.319 eV/Å
HOMO (spin up / spin down) ... -5.6 / -5.9 eV
Relative energy (zero: lowest compared OMol25 entry of this formula, charge and spin) ... 1.0 kcal/mol
Total energy ... -67601.53229 eV